# 1
Computed, not measured: the ion C2H6NO2 with charge +1 at a distorted geometry, with ωB97M-V/def2-TZVPD.

Summary:
- HOMO (eV) = -15.06
- orbital gap (eV) = 10.00
- charge = +1

```
11
Properties=species:S:1:pos:R:3:forces:R:3:nbo_charge:R:1
C 0.893816 -1.051255 -0.395969 1.3 2.4 3.9 0.4125
C -0.422348 1.577175 1.597947 -2.8 0.7 -0.1 -0.3056
N 0.339839 -1.482678 -1.636614 -1.2 -1.5 -3.7 -0.8162
O 0.481987 0.548745 1.350727 1.5 -2.3 -0.1 -0.1598
O 0.106675 -0.126193 0.088181 0.0 -1.2 -2.1 -0.2521
H -0.429827 1.740002 2.738456 0.1 -0.5 -1.8 0.2623
H -0.087155 2.460710 1.059506 -0.1 0.3 0.2 0.2004
H -1.506362 1.311340 1.212096 2.1 0.4 1.1 0.2184
H -0.699124 -1.539175 -1.546017 0.2 0.7 -0.8 0.4597
H 0.590888 -2.480169 -1.939029 0.2 1.3 1.3 0.4782
H 0.731610 -0.958503 -2.529284 -1.3 -0.4 2.2 0.5021
```
Positions in Å, forces in eV/Å.

=====

# 2
Computed, not measured: a structure of composition C2H6NO2P at a distorted geometry, with ωB97M-V/def2-TZVPD.

Summary:
- HOMO (eV) = -9.72
- orbital gap (eV) = 10.19

```
12
Properties=species:S:1:pos:R:3:forces:R:3:nbo_charge:R:1
C -0.206570 1.219010 0.234530 -0.6 0.5 -0.2 -0.1021
C -0.372116 -0.329108 0.361054 1.4 0.3 2.4 -0.3357
N -1.653741 -0.910199 0.043517 0.6 -1.3 -0.8 -0.8041
O 2.545317 -0.874077 0.358463 0.8 -1.1 1.2 -1.0557
O 1.152183 1.354279 -0.137388 0.7 -2.3 -0.1 -0.7714
P 1.431838 -0.314128 -0.372981 -0.5 3.0 -0.5 1.8092
H -0.797074 1.658953 -0.541411 -0.8 -0.2 -0.9 0.1708
H -0.411586 1.899303 1.050019 -0.1 -0.5 0.9 0.1953
H -0.051307 -0.614348 1.498094 -0.8 0.4 -2.6 0.2423
H 1.885194 -0.257810 -1.723447 -1.1 -0.4 -0.1 -0.0840
H -1.665481 -1.938105 0.189222 0.2 1.0 0.5 0.3727
H -1.856661 -0.893769 -0.959673 0.1 0.7 0.2 0.3628
```
Positions in Å, forces in eV/Å.

=====

# 3
Computed, not measured: a structure of composition C2H6NO2Si at a distorted geometry, with ωB97M-V/def2-TZVPD.

Summary:
- HOMO (spin up / spin down) (eV) = -3.89 / -4.24
- orbital gap (spin up / spin down) (eV) = 7.73 / 8.05
- charge = -1

```
12
Properties=species:S:1:pos:R:3:forces:R:3:nbo_charge:R:1
C -0.890323 0.638733 0.727650 1.2 -2.0 -1.3 0.7538
C 1.953958 1.394994 -0.213878 -3.5 -0.2 -1.6 -0.4876
N 0.077708 -0.107321 0.259816 2.8 1.4 0.9 -0.6876
O -1.928088 -0.258906 0.655887 -1.7 -1.3 -0.1 -0.8251
O -0.980895 1.779705 1.031563 -0.8 3.3 1.3 -0.7204
Si -1.145356 -1.539849 -0.248357 1.4 0.7 0.0 1.1466
H 1.092180 2.068243 -0.148991 0.5 -0.2 -0.6 0.2133
H 2.488892 1.341939 0.637232 1.9 -0.4 2.6 0.1506
H 2.184577 0.781565 -1.060469 0.1 0.1 -0.3 0.1778
H -2.221991 -2.490352 -0.548245 -0.9 0.0 0.0 -0.2722
H -0.188450 -2.443549 0.395836 0.0 -0.7 0.5 -0.2360
H -0.442215 -1.165206 -1.488043 -0.9 -0.7 -1.3 -0.2131
```
Positions in Å, forces in eV/Å.

=====

# 4
Computed, not measured: a cluster of 2 separate species, C2H6NO3 in total at a distorted geometry, with ωB97M-V/def2-TZVPD.

Summary:
- HOMO (eV) = -4.24
- orbital gap (eV) = 8.38
- charge = -1

```
12
Properties=species:S:1:pos:R:3:forces:R:3:nbo_charge:R:1
C 0.318521 1.335099 0.400739 0.8 -1.1 0.8 -0.4151
N -0.331579 -0.014344 0.379030 -0.5 0.5 2.5 -0.7432
C 0.638532 -1.034464 0.980085 -1.2 0.7 -1.3 0.8630
O 0.128615 -2.031798 1.470195 -0.9 -1.0 0.7 -0.7832
O 1.812853 -0.751301 0.786955 1.5 0.5 -0.1 -0.7891
H -0.461849 2.045584 0.293959 -0.7 1.0 -0.2 0.1597
H 1.027167 1.393355 -0.441274 -0.3 0.1 0.3 0.1908
H 0.930092 1.585729 1.342193 -0.9 -0.5 -1.1 0.1711
H -1.243586 -0.023695 0.984883 2.3 0.0 -1.5 0.3471
H -1.118414 -0.059611 -2.035021 0.7 1.5 1.1 0.4764
H -0.475313 -1.492295 -1.897447 -1.2 1.4 -0.1 0.4926
O -1.225039 -0.952260 -2.264295 0.3 -3.1 -1.1 -0.9701
```
Positions in Å, forces in eV/Å.

=====

# 5
Computed, not measured: a cluster of 2 separate species, C2H6NO3 in total at a distorted geometry, with ωB97M-V/def2-TZVPD.

Summary:
- HOMO (eV) = -4.38
- orbital gap (eV) = 8.64
- charge = -1

```
12
Properties=species:S:1:pos:R:3:forces:R:3:nbo_charge:R:1
O 0.147965 -2.518834 0.258675 0.4 0.0 -0.7 -0.7540
C -0.023952 -1.316120 -0.029133 -0.9 -0.7 2.7 0.7470
O -1.048396 -0.844442 -0.587428 0.1 0.3 -0.5 -0.7993
C 0.996914 -0.367319 0.670785 -0.6 2.0 -1.2 -0.3449
N 0.532343 0.929123 1.339601 -1.2 -1.9 -0.2 -0.8310
H 1.534578 0.068842 -0.174015 1.0 -0.6 0.2 0.1876
H 1.528686 -0.925059 1.424141 0.6 -0.2 -0.3 0.1925
H -0.183802 1.282849 0.698905 0.3 0.3 -0.1 0.3602
H -0.076240 0.536299 2.062450 0.1 0.5 0.4 0.3255
H -1.155542 1.185691 -2.670455 0.0 0.0 0.0 0.4447
H -1.172259 0.538393 -1.247597 0.4 0.5 -0.3 0.5046
O -1.080296 1.430576 -1.745929 -0.3 -0.2 0.2 -1.0328
```
Positions in Å, forces in eV/Å.

=====

# 6
Computed, not measured: a cluster of 2 separate species, C2H6NO3 in total, with ωB97M-V/def2-TZVPD.

Summary:
- HOMO (eV) = -3.54
- orbital gap (eV) = 7.63
- charge = -1

```
12
Properties=species:S:1:pos:R:3:forces:R:3:nbo_charge:R:1
O 1.397397 -1.167671 -0.060869 -0.1 -0.1 -0.1 -0.7567
C 0.326876 -0.776036 -0.573420 0.3 -0.1 0.1 0.5130
N -0.523938 0.091621 -0.096563 -0.2 0.0 0.0 -0.6274
C -1.950007 0.482619 -0.762636 0.8 -0.3 0.0 0.1918
O -2.901281 0.470012 0.087843 -0.4 0.1 0.2 -0.8632
H 0.035287 -1.178356 -1.549161 -0.1 -0.1 -0.2 0.0937
H -0.342003 0.432737 0.838470 -0.1 0.1 0.0 0.3779
H -1.957223 -0.279364 -1.582464 -0.1 0.0 -0.1 0.0561
H -1.668108 1.446371 -1.243883 -0.2 0.2 0.0 0.0635
H 2.469945 0.268781 2.432826 -0.1 -0.1 0.0 0.4476
H 2.318298 -0.219132 0.964900 -0.1 0.2 0.1 0.5050
O 2.794760 0.428421 1.544952 0.2 0.1 0.0 -1.0012
```
Positions in Å, forces in eV/Å.

=====

# 7
Computed, not measured: a cluster of 2 separate species, C2H6NO3 in total at a distorted geometry, with ωB97M-V/def2-TZVPD.

Summary:
- HOMO (eV) = -3.52
- orbital gap (eV) = 6.21
- charge = -1

```
12
Properties=species:S:1:pos:R:3:forces:R:3:nbo_charge:R:1
O -1.980341 -0.694828 1.798362 4.8 -0.7 -0.9 -0.8340
C -0.667325 -0.995614 1.673797 -2.7 -2.8 1.3 0.7718
O 0.304959 -0.707224 2.374659 -0.4 1.1 -0.1 -0.7421
C -0.246398 -2.311035 0.620328 -3.7 1.6 0.6 -0.3710
N -1.421051 -2.141647 -0.443834 1.8 -0.8 0.7 -0.9062
H -0.226159 -3.381391 1.078817 -0.2 2.1 -0.5 0.1752
H 0.755412 -2.014561 0.280697 -0.5 -0.3 -0.4 0.1789
H -2.244715 -1.707546 0.071489 1.8 -0.3 -0.4 0.3994
H -0.967775 -1.419349 -1.003285 -0.9 0.1 -0.2 0.3281
H 2.281062 4.472756 -2.650167 0.5 0.1 -0.1 0.4744
H 2.538304 5.803689 -1.748290 -1.3 -2.0 -1.0 0.4739
O 1.874027 5.096751 -2.052573 0.8 2.0 1.1 -0.9484
```
Positions in Å, forces in eV/Å.

=====

# 8
Computed, not measured: a cluster of 2 separate species, C2H6NO3 in total at a distorted geometry, with ωB97M-V/def2-TZVPD.

Summary:
- HOMO (spin up / spin down) (eV) = -10.92 / -10.31
- orbital gap (spin up / spin down) (eV) = 11.33 / 6.48
- spin multiplicity = 2

```
12
Properties=species:S:1:pos:R:3:forces:R:3:lowdin_spin:R:1
C 0.750233 1.247562 -0.114495 0.8 1.1 0.4 0.0488
N -0.257141 0.288738 -0.445452 -1.3 -0.1 -0.8 0.3466
C -0.187869 -0.244214 -1.758594 2.6 0.5 0.8 0.0200
O -1.267474 -0.408756 -2.358264 -0.4 0.0 0.2 0.4716
O 0.990441 -0.323713 -2.082677 -0.2 -1.0 -1.8 0.0606
H 0.975043 1.988320 -1.003306 -1.1 -0.7 1.9 0.0285
H 1.710685 0.733452 -0.160383 -0.1 -0.2 0.6 0.0120
H 0.539384 1.611650 0.959220 0.4 0.1 -2.1 0.0027
H -1.191336 0.348523 -0.103255 -0.7 0.3 0.9 0.0071
H -0.376499 -1.123043 2.027036 1.0 1.0 -1.6 0.0009
H -0.891631 -2.499580 2.353975 0.0 -0.7 -0.4 0.0000
O -0.793837 -1.618940 2.686197 -1.0 -0.3 1.9 0.0012
```
Positions in Å, forces in eV/Å.

=====

# 9
Computed, not measured: the ion C2H6NO3 with charge +1 at a distorted geometry, with ωB97M-V/def2-TZVPD.

Summary:
- HOMO (eV) = -16.17
- orbital gap (eV) = 12.47
- SMILES string = O[C@H]1[NH2+][C@H](O)O1
- charge = +1

```
12
Properties=species:S:1:pos:R:3:forces:R:3:nbo_charge:R:1
C -0.970553 -0.334352 -0.447674 1.5 1.4 2.5 0.5959
C 0.660198 0.635495 0.388761 0.8 0.8 1.7 0.5134
N 0.543003 -0.868232 0.088021 0.5 1.7 -4.1 -0.6430
O -0.559380 0.999478 -0.174965 0.6 -0.4 -0.9 -0.4997
O -1.214454 -0.677264 -1.644739 -1.4 -1.7 -0.9 -0.6326
O 0.782639 0.938285 1.742640 2.9 -3.8 -2.1 -0.6747
H -1.652639 -0.508549 0.366382 -0.7 -1.5 -0.3 0.2023
H 1.516639 1.101243 -0.043140 0.6 0.0 -1.1 0.1884
H 0.585245 -1.456977 0.871430 0.2 -1.2 1.4 0.4458
H 1.176531 -1.218656 -0.787493 -1.8 1.0 2.9 0.4639
H -0.995608 -0.100244 -2.365194 0.5 0.9 -0.5 0.5391
H 0.128380 1.489773 2.005970 -3.5 2.8 1.4 0.5013
```
Positions in Å, forces in eV/Å.

=====

# 10
Computed, not measured: a structure of composition C2H6NO4S2 at a distorted geometry, with ωB97M-V/def2-TZVPD.

Summary:
- HOMO (eV) = -5.57
- orbital gap (eV) = 9.02
- charge = -1

```
15
Properties=species:S:1:pos:R:3:forces:R:3:nbo_charge:R:1
C 2.272264 -0.176704 -0.243372 -0.1 -0.2 0.3 -0.6156
C 0.961061 -0.055827 0.535371 0.4 -0.1 -0.4 -0.6789
S -0.216542 0.779722 -0.509162 0.0 0.8 0.5 2.3317
O 0.328803 2.093774 -0.659870 0.5 1.3 0.2 -1.0088
O -0.318185 0.050456 -1.734491 -0.3 -1.0 -0.7 -0.9871
N -1.583559 0.930165 0.309246 0.1 -0.6 -0.1 -1.2394
S -2.490594 -0.367809 0.268299 0.0 -0.1 0.7 2.1884
O -1.758707 -1.594762 0.467454 0.3 -0.5 0.3 -1.0120
O -3.458427 -0.392385 -0.777229 -0.9 0.2 -0.9 -0.9841
H 2.794381 -1.065064 0.096297 0.3 -0.1 0.0 0.1927
H 2.088949 -0.266081 -1.304978 0.0 -0.1 -0.3 0.2338
H 2.883206 0.697385 -0.063843 0.2 0.2 -0.1 0.2036
H 1.132086 0.579901 1.391562 -0.3 0.1 0.4 0.2175
H 0.581946 -1.021605 0.835412 -0.3 -0.1 0.0 0.2445
H -3.216682 -0.191166 1.389304 0.1 0.2 0.2 -0.0863
```
Positions in Å, forces in eV/Å.

=====

ΔE to the lowest compared entry with this formula, charge and spin: 161.7; 28.3; 79.5; 20.6; 15.3; 35.0; 55.0; 17.6; 49.7; 0.0 (kcal/mol)